(1)
{"formula": "C23H26N2O4", "method": "the ωB97M-V functional and the def2-TZVPD basis", "multiplicity": 1, "smiles": "COc1cc(/C=C/C(=O)NCCn2c(C)cc3ccccc32)cc(OC)c1OC", "e_homo_ev": -7.96, "symbols": ["H", "C", "H", "C", "H", "C", "H", "C", "C", "O", "C", "N", "C", "H", "H", "C", "C", "H", "H", "H", "H", "C", "C", "H", "H", "C", "H", "H", "N", "C", "H", "H", "C", "H", "C", "C", "H", "H", "H", "C", "O", "H", "H", "H", "H", "H", "C", "C", "C", "C", "O", "C", "O", "C", "H"], "xyz": [[-6.067, 1.088, -1.632], [2.485, 2.867, -0.240], [4.792, -2.268, 1.483], [-3.103, -1.685, -0.111], [2.728, -0.667, 1.178], [1.527, -2.215, 0.672], [6.539, -0.481, 1.554], [3.344, 0.792, -0.706], [1.176, 1.319, -1.327], [-2.927, 2.442, 0.963], [2.108, 0.301, -1.399], [2.718, -1.726, 1.229], [-0.755, -1.766, 0.302], [0.416, 3.338, -0.975], [-6.491, -3.051, -0.841], [0.399, -1.491, 0.651], [-2.012, 0.222, 0.622], [7.365, -0.158, -0.113], [7.183, 1.208, 1.152], [-0.941, 0.944, 0.729], [0.359, 0.960, -1.820], [4.881, 2.012, 0.219], [-5.572, -2.887, -0.517], [4.048, -3.131, 0.390], [5.645, -1.651, -0.915], [5.384, 0.780, 0.486], [-4.776, 2.947, 1.511], [-0.742, -2.700, -0.408], [4.508, -0.087, -0.353], [-6.441, 0.965, -0.681], [4.095, -1.907, -1.415], [-5.015, -3.192, -1.429], [-3.981, 3.300, 0.667], [-5.109, -3.574, 0.326], [1.308, 2.437, -0.854], [4.172, -2.206, 0.642], [0.437, -0.519, 1.373], [2.062, -0.771, -1.634], [-3.574, 4.228, 1.204], [-1.922, -1.214, 0.084], [-5.570, 1.185, 0.257], [2.614, 3.790, 0.170], [-4.366, 3.334, -0.154], [5.243, 2.800, 0.879], [-7.245, 0.259, -0.585], [-7.039, 1.752, -0.776], [-4.377, 0.447, 0.156], [-3.226, 0.923, 0.750], [4.502, -1.506, -0.490], [-4.189, -0.858, -0.067], [1.645, -3.249, -0.038], [3.581, 2.191, -0.113], [-5.415, -1.528, -0.286], [6.719, 0.313, 0.619], [-3.127, -2.657, -0.387]], "forces_ev_per_a": [[1.43, -1.16, -2.61], [-2.38, 2.56, -0.14], [1.14, 0.85, 1.20], [-1.84, 0.32, -0.93], [-0.13, -1.66, 0.56], [6.97, -5.03, -3.51], [1.26, 1.48, -2.21], [-0.05, -3.52, -0.36], [-1.14, -10.40, -4.87], [0.33, -4.91, -1.10], [5.82, 1.51, 3.70], [1.40, 1.81, -0.76], [-0.17, -8.48, -6.36], [2.56, -2.93, 0.51], [-4.55, -0.77, -0.28], [1.41, 8.28, 6.95], [2.28, 1.17, -0.56], [-0.56, 0.26, -0.51], [0.36, -1.37, -0.80], [-3.59, -2.40, -0.16], [-3.03, 0.00, -1.10], [3.26, 3.64, 5.68], [6.42, -0.99, 0.97], [-1.11, -5.77, -1.36], [-2.04, -0.53, 1.70], [-3.41, -1.96, -7.02], [0.90, 1.36, -2.30], [0.24, 0.56, 1.54], [-3.19, 4.51, 0.33], [-3.03, -1.55, -2.36], [-1.16, 0.64, 0.08], [0.32, 0.11, 0.30], [2.55, 0.30, 15.08], [-1.47, 1.29, -1.31], [-1.15, 12.96, 3.95], [-4.56, 1.70, 5.08], [0.31, -1.88, -1.72], [-0.55, 0.83, -0.29], [-0.88, -0.52, -1.76], [-1.41, 10.86, 4.75], [4.67, -1.54, 3.18], [-0.78, 3.15, 0.86], [-3.86, 0.49, -9.68], [1.02, 0.36, -0.43], [0.50, -1.64, 0.25], [-2.62, 4.33, 0.56], [-0.46, 2.16, 2.54], [4.48, 4.53, -1.32], [5.56, 2.70, -5.21], [-4.92, -4.68, -1.89], [-0.71, 0.77, 1.31], [-0.33, -9.57, -4.33], [-0.47, 1.44, 0.45], [1.32, -0.59, 6.45], [-0.97, -3.06, -0.72]]}

(2)
{"formula": "C10H27F6NO6PTi", "method": "the ωB97M-V functional and the def2-TZVPD basis", "multiplicity": 4, "s2": 3.752, "e_homo_ev": [-4.11, -9.80], "symbols": ["O", "H", "C", "H", "C", "O", "H", "H", "C", "H", "O", "N", "H", "H", "C", "C", "H", "C", "H", "F", "O", "H", "H", "H", "H", "H", "H", "H", "H", "H", "F", "F", "Ti", "H", "H", "F", "C", "F", "H", "C", "C", "H", "C", "H", "H", "F", "O", "H", "O", "P", "H", "H"], "xyz": [[0.769, 3.590, 2.040], [0.940, -3.199, -4.059], [-3.032, 0.829, -1.553], [2.447, -0.238, -0.752], [4.053, -0.132, 1.112], [1.942, -0.636, -0.037], [1.435, 4.940, 0.611], [-0.520, 1.551, -1.687], [-0.014, 2.544, 0.034], [-3.902, -2.051, -0.673], [4.978, -0.595, 0.140], [-0.788, 1.568, -0.704], [-0.188, 5.307, 1.262], [-4.087, 1.105, -1.444], [-2.237, 1.846, -0.751], [1.659, -3.337, -2.223], [2.297, -2.461, -2.045], [-3.453, -1.513, -1.511], [-1.235, 3.031, 1.776], [-2.177, -0.339, 3.936], [-2.725, -0.408, -0.990], [2.016, -4.170, -1.621], [1.058, 2.343, -0.104], [-0.434, -3.728, -1.767], [5.289, -1.489, 0.295], [-0.259, -1.659, -3.139], [3.883, 0.919, 0.877], [-2.797, -2.210, -2.029], [3.035, -1.986, 1.087], [-4.276, -1.180, -2.146], [-2.202, -0.274, 1.578], [-2.874, -2.118, 2.677], [-0.543, -0.717, 0.037], [0.264, -2.774, -0.590], [2.157, -0.732, 1.983], [-0.202, -0.341, 2.769], [-0.210, 2.706, 1.548], [-0.911, -2.247, 3.868], [-0.135, 1.772, 2.090], [2.756, -0.926, 1.095], [0.795, 4.900, 1.502], [1.348, 5.474, 2.246], [0.295, -2.911, -1.680], [-2.701, 0.882, -2.608], [-2.616, 1.631, 0.256], [-0.866, -2.202, 1.607], [-0.251, -1.677, -2.177], [-2.426, 2.899, -0.978], [1.657, -3.639, -3.600], [-1.537, -1.231, 2.784], [4.525, -0.253, 2.096], [0.001, 3.539, -0.438]], "forces_ev_per_a": [[-0.21, -0.12, 0.22], [-0.08, 0.07, 0.05], [1.12, 1.16, -0.50], [0.21, -0.10, 0.09], [0.25, -0.83, 0.37], [-0.62, -0.05, 0.05], [-0.27, -0.04, -0.17], [0.56, 0.17, 0.22], [1.65, 0.82, -0.28], [0.10, 0.05, 0.05], [0.01, 0.50, -0.93], [-0.86, -0.76, -0.78], [-0.12, 0.05, 0.24], [-0.02, -0.25, -0.25], [-0.16, -0.29, 1.66], [-0.80, 1.86, 0.54], [0.33, -0.27, 0.01], [-0.40, -0.17, 0.51], [0.08, 0.47, -0.06], [0.07, 0.33, -0.37], [-0.24, -0.69, -0.09], [0.05, -0.23, -0.28], [-0.12, -0.72, 0.18], [-0.05, 0.07, -0.66], [-0.21, -0.10, 0.36], [-0.02, 0.06, 0.05], [0.00, 0.00, 0.20], [0.08, 0.19, -0.21], [-0.17, -0.08, 0.01], [0.13, 0.03, -0.19], [0.99, -0.07, 0.81], [0.12, -0.01, 0.07], [-0.03, 1.31, -1.08], [0.74, 0.04, -0.10], [-0.02, 0.06, 0.00], [0.08, 0.15, -0.11], [-0.82, -0.07, -0.69], [0.03, 0.40, -0.22], [0.46, -0.20, -0.09], [0.51, 0.16, -0.03], [1.00, -0.36, 0.07], [-0.46, 0.32, 0.04], [-0.60, -1.22, 0.32], [-0.43, -0.21, 0.00], [0.14, 0.56, 0.11], [0.07, 0.09, -0.18], [0.61, -0.31, -0.02], [-0.26, -0.11, -0.34], [0.25, -0.66, -0.14], [-1.39, -1.49, 1.42], [-0.33, 0.37, 0.07], [-0.94, 0.09, 0.05]]}

(3)
{"formula": "C5H10O", "method": "the ωB97M-V functional and the def2-TZVPD basis", "multiplicity": 1, "smiles": "C[C@H]1CCCO1", "e_homo_ev": -8.84, "symbols": ["C", "H", "C", "H", "H", "C", "H", "H", "H", "H", "H", "C", "C", "O", "H", "H"], "xyz": [[0.599, -1.418, -0.302], [-0.341, 2.526, -0.484], [0.224, -0.254, -1.188], [-1.363, 0.295, -1.058], [0.882, -0.270, 1.526], [-0.398, 1.847, 0.366], [1.663, -1.639, -0.363], [0.978, 0.511, -1.357], [0.072, -1.834, 1.793], [-0.973, 2.346, 1.159], [0.623, 1.714, 0.762], [0.172, -0.999, 1.102], [-0.959, 0.517, -0.095], [-1.117, -0.414, 0.925], [-0.091, -0.615, -2.205], [0.031, -2.313, -0.581]], "forces_ev_per_a": [[0.32, -0.25, 0.23], [0.07, 0.09, 0.02], [0.42, 0.36, 0.94], [-3.41, 1.18, 0.32], [-0.18, -0.16, -0.04], [-0.03, 0.02, -0.30], [0.09, -0.20, 0.11], [0.42, -0.17, 0.13], [-0.01, 0.02, 0.03], [-0.14, -0.36, -0.29], [-0.26, 0.08, -0.17], [0.23, -0.37, 0.11], [2.62, -0.92, -1.87], [0.07, -0.04, -0.29], [-0.38, 0.61, 1.05], [0.16, 0.13, 0.00]]}

DFT total energy in eV, matching the order above: -35426.2248, -73293.6896, -7392.2734